DFT (ωB97M-V/def2-TZVPD) results for a cluster of 8 separate species, C62H128N7O4 in total in a non-equilibrium geometry.

Positions of all 201 atoms, in Å:
C: -1.41 1.05 0.44
C: -1.12 1.22 -0.93
C: 0.29 1.33 -1.43
O: 0.60 1.24 -2.66
C: 1.33 1.23 -0.52
C: 1.16 1.11 0.89
C: -0.35 1.00 1.38
O: -0.51 0.98 2.63
O: 2.07 1.04 1.72
O: -2.15 1.50 -1.62
H: -2.43 1.00 0.80
H: 2.32 1.06 -0.90
C: 3.57 -1.89 -1.00
C: 4.31 -3.24 -0.93
C: 4.82 -3.70 -2.29
N: 5.58 -5.05 -2.23
C: 6.97 -4.69 -1.70
C: 5.62 -5.59 -3.68
C: 4.67 -6.77 -3.71
C: 4.89 -7.42 -2.35
C: 4.89 -6.17 -1.46
H: 2.58 -2.03 -1.43
H: 4.21 -1.19 -1.53
H: 3.45 -1.46 0.00
H: 3.56 -3.95 -0.57
H: 5.07 -3.28 -0.15
H: 5.45 -2.95 -2.75
H: 3.93 -4.04 -2.82
H: 6.94 -4.44 -0.65
H: 7.36 -3.97 -2.41
H: 7.55 -5.61 -1.77
H: 6.65 -5.92 -3.83
H: 5.41 -4.79 -4.39
H: 4.87 -7.49 -4.50
H: 3.71 -6.28 -3.92
H: 5.82 -7.98 -2.31
H: 4.06 -8.05 -2.02
H: 5.44 -6.28 -0.52
H: 3.89 -5.84 -1.23
C: 2.80 -4.87 3.10
C: 2.99 -4.10 4.43
C: 1.66 -3.46 4.88
N: 1.34 -2.05 4.46
C: 1.31 -1.99 2.96
C: 0.06 -1.50 5.00
C: 0.20 -0.07 5.57
C: 1.66 0.25 5.24
C: 2.40 -1.06 5.12
H: 2.07 -5.68 3.18
H: 3.75 -5.36 2.88
H: 2.48 -4.26 2.26
H: 3.62 -3.23 4.18
H: 3.65 -4.60 5.14
H: 1.81 -3.28 5.96
H: 0.83 -4.16 4.88
H: 0.62 -2.76 2.61
H: 2.26 -2.03 2.44
H: 0.82 -1.04 2.71
H: -0.72 -1.64 4.25
H: -0.19 -2.15 5.85
H: -0.46 0.58 5.00
H: -0.08 -0.10 6.62
H: 1.76 0.85 4.34
H: 2.04 0.83 6.08
H: 3.17 -1.13 4.36
H: 2.72 -1.50 6.06
C: -3.65 -6.21 -1.19
C: -3.66 -4.69 -1.13
C: -2.23 -4.15 -1.04
N: -2.17 -2.63 -0.84
C: -2.76 -2.35 0.52
C: -2.79 -1.88 -1.97
C: -1.83 -1.98 -3.13
C: -0.45 -2.08 -2.45
C: -0.72 -2.26 -0.94
H: -4.63 -6.67 -1.32
H: -3.39 -6.65 -0.22
H: -3.03 -6.72 -1.94
H: -4.26 -4.52 -0.24
H: -4.27 -4.40 -1.99
H: -1.75 -4.41 -1.98
H: -1.54 -4.63 -0.35
H: -3.84 -2.40 0.46
H: -2.51 -1.31 0.71
H: -2.35 -3.05 1.24
H: -2.92 -0.83 -1.70
H: -3.82 -2.22 -2.07
H: -1.83 -1.06 -3.71
H: -2.03 -2.87 -3.72
H: 0.28 -1.31 -2.68
H: 0.00 -3.00 -2.85
H: -0.60 -1.30 -0.43
H: 0.01 -2.89 -0.44
C: 4.76 3.08 -0.60
C: 4.40 3.48 -2.04
C: 4.97 2.48 -3.03
N: 4.57 2.68 -4.50
C: 3.12 2.33 -4.71
C: 5.43 1.73 -5.35
C: 6.17 2.56 -6.40
C: 6.20 3.93 -5.80
C: 4.90 4.09 -5.02
H: 4.97 3.88 0.12
H: 5.59 2.38 -0.62
H: 3.88 2.65 -0.11
H: 4.87 4.45 -2.17
H: 3.34 3.64 -2.24
H: 4.69 1.44 -2.83
H: 6.05 2.61 -3.13
H: 2.89 1.33 -4.33
H: 2.90 2.33 -5.78
H: 2.51 3.03 -4.15
H: 4.77 0.98 -5.77
H: 6.18 1.22 -4.75
H: 5.65 2.50 -7.36
H: 7.12 2.03 -6.42
H: 6.25 4.70 -6.57
H: 7.12 4.08 -5.24
H: 4.05 4.51 -5.56
H: 5.05 4.61 -4.08
C: 3.72 3.90 3.36
C: 2.36 4.65 3.51
C: 1.12 3.83 3.74
N: 0.03 4.52 4.58
C: 0.54 4.67 5.96
C: -0.40 5.85 3.98
C: -1.85 6.01 4.44
C: -2.37 4.59 4.84
C: -1.18 3.64 4.56
H: 3.87 3.62 2.32
H: 3.65 2.95 3.89
H: 4.48 4.58 3.74
H: 2.11 5.37 2.72
H: 2.59 5.36 4.32
H: 1.32 2.89 4.24
H: 0.59 3.59 2.81
H: -0.08 5.41 6.48
H: 1.58 4.94 6.09
H: 0.36 3.76 6.54
H: 0.35 6.59 4.25
H: -0.34 5.78 2.89
H: -1.86 6.76 5.23
H: -2.44 6.42 3.62
H: -2.60 4.58 5.91
H: -3.26 4.29 4.30
H: -1.17 2.85 5.30
H: -1.43 3.18 3.61
C: -6.05 2.02 -2.33
C: -5.79 2.21 -3.83
C: -4.36 1.70 -4.12
N: -4.19 1.56 -5.63
C: -4.86 0.23 -5.96
C: -2.72 1.33 -5.97
C: -2.55 1.73 -7.45
C: -3.80 2.56 -7.75
C: -4.56 2.77 -6.48
H: -6.26 0.96 -2.18
H: -6.93 2.54 -1.97
H: -5.20 2.24 -1.69
H: -5.92 3.27 -4.07
H: -6.54 1.63 -4.37
H: -3.98 0.85 -3.56
H: -3.76 2.56 -3.83
H: -5.91 0.37 -5.76
H: -4.39 -0.60 -5.45
H: -4.61 -0.01 -7.00
H: -2.36 0.32 -5.81
H: -2.14 2.03 -5.38
H: -2.46 0.90 -8.16
H: -1.62 2.27 -7.67
H: -4.38 1.99 -8.48
H: -3.56 3.47 -8.30
H: -5.63 2.74 -6.67
H: -4.22 3.68 -5.97
C: -6.18 3.66 3.02
C: -5.47 2.30 2.88
C: -5.15 1.72 4.26
N: -4.75 0.27 4.30
C: -3.29 0.13 3.90
C: -5.55 -0.59 3.34
C: -5.74 -1.96 4.01
C: -5.74 -1.67 5.51
C: -4.86 -0.45 5.69
H: -6.83 3.72 3.89
H: -6.69 3.87 2.09
H: -5.42 4.42 3.21
H: -4.53 2.42 2.33
H: -6.04 1.63 2.24
H: -6.06 1.74 4.86
H: -4.44 2.37 4.78
H: -2.72 0.71 4.62
H: -3.12 0.61 2.94
H: -3.04 -0.92 4.01
H: -5.14 -0.69 2.34
H: -6.57 -0.18 3.38
H: -4.89 -2.57 3.68
H: -6.68 -2.40 3.68
H: -5.35 -2.61 5.89
H: -6.74 -1.61 5.92
H: -3.88 -0.56 6.13
H: -5.33 0.25 6.38

Its HOMO energy is -15.6 eV. Its calculated total energy is -3121.56503 a.u. Its charge is +5. As for the HOMO-LUMO gap: 0.251 hartree. The energy relative to the best compared isomer or geometry (same formula, charge and spin) comes out at 1.2 kcal/mol.